Below is 12 unconnected molecules or ions with the total composition C38H99F6N18O20S2 at a distorted geometry, with properties calculated with wB97M-V/def2-TZVPD.

Relative energy (zero: lowest compared OMol25 entry of this formula, charge and spin), eV: 6.1771
Electronic energy, eV: -146750.715
Orbital gap, hartree: 0.303
Max |F|, eV/Å: 10.0
Net charge: -1
2S+1: 1
Molar mass, g/mol: 1306.44
E_HOMO, eV: -6.362

Each line ends with the Löwdin charge.
CARTESIAN COORDINATES (ANGSTROEM)
C -2.94380 0.27537 2.13429  -0.6243
F -3.62172 1.06970 1.36459  0.1594
F -2.71195 0.88346 3.32607  0.1284
F -3.68056 -0.85523 2.29354  0.1145
S -1.26956 -0.20375 1.27577  0.7501
O -0.41915 -0.61759 2.42871  -0.3135
O -1.61356 -1.27589 0.35053  -0.3167
N -0.68349 1.27183 0.49519  -0.3407
S 0.26890 0.71332 -0.56841  0.5898
O 1.28236 -0.27422 -0.17485  -0.3113
O -0.52118 0.32827 -1.74674  -0.3470
C 1.39083 2.40114 -1.03742  -0.6293
F 2.51426 2.06555 -1.68311  0.1350
F 0.78359 3.16054 -1.84363  0.1949
F 1.67154 3.01081 0.12444  0.1223
C 0.59131 2.89809 3.50771  -0.8435
O 0.68565 3.59709 4.48824  0.0376
N -0.15130 3.20661 2.44809  0.1622
N 1.18148 1.84223 3.33479  0.2009
H -0.25647 2.45843 1.77781  0.0111
H -0.38158 4.18409 2.34040  0.0914
H 1.55287 1.32885 4.12130  0.1414
H 0.94378 1.39540 2.46075  0.0766
C 0.92901 6.46102 2.24212  -0.8115
O 1.75507 6.61416 3.13152  0.0178
N 1.15946 5.57380 1.31100  0.1411
N -0.12790 7.13787 1.99827  0.1780
H 2.08792 5.19456 1.43034  0.1154
H 0.43997 5.26659 0.67220  0.0401
H -0.54647 7.00495 1.08875  0.0925
H -0.22595 7.99186 2.52854  0.1206
C -6.49008 1.11737 5.26606  -0.8171
O -5.75415 1.28304 6.19838  0.0489
N -7.76254 0.86640 5.38433  0.1638
N -6.06077 0.95796 4.05987  0.1784
H -8.31558 0.76242 4.54563  0.1054
H -8.19536 0.87386 6.29687  0.1204
H -6.66686 0.86407 3.25741  0.1139
H -5.07346 1.00846 3.85306  0.0934
C 0.35099 -2.86503 -3.47886  -0.8144
O 0.49671 -2.01572 -4.28342  0.0785
N -0.28762 -2.86048 -2.33887  0.1882
N 0.87154 -4.08956 -3.64677  0.1375
H -0.84533 -2.02048 -2.27998  0.0940
H -0.43898 -3.78424 -1.95959  0.1155
H 0.78112 -4.74395 -2.88277  0.0933
H 1.39369 -4.22395 -4.50082  0.1099
C -4.38494 -0.07336 -2.24075  -0.7144
O -5.43827 0.42169 -2.64472  -0.0081
N -3.25810 0.57602 -2.38994  0.1897
N -4.27058 -1.27607 -1.60262  0.1613
H -3.25075 1.40436 -2.96778  0.0664
H -2.42425 0.33330 -1.87430  0.0486
H -5.11984 -1.81267 -1.49806  0.1001
H -3.43988 -1.53598 -1.09029  0.0652
C -2.23879 4.56079 -0.41922  -0.7735
O -1.16451 5.13486 -0.18585  0.0051
N -3.34645 5.12989 -0.65359  0.1756
N -2.53920 3.33327 -0.35785  0.1969
H -4.21640 4.65756 -0.85403  0.1287
H -3.19895 6.12116 -0.77894  0.1290
H -3.50421 3.03675 -0.38873  0.1221
H -1.79942 2.65758 -0.23030  0.0571
C -2.38282 -3.36120 3.89787  -0.0535
O -3.33122 -3.38859 4.99617  -0.2116
C -3.97509 -2.21232 5.43869  -0.2356
C -4.59129 -2.20198 6.86280  -0.1212
N -5.44750 -3.42901 7.17763  -0.0692
C -6.84089 -3.48659 6.93570  -0.2572
C -7.48389 -4.82242 7.23385  -0.2196
O -8.92132 -4.75092 7.15393  -0.1723
C -9.53355 -5.95224 7.49148  -0.1449
H -2.86970 -3.44858 2.92657  0.0795
H -1.84548 -4.29204 4.07922  0.0787
H -1.86600 -2.40260 3.94368  0.0713
H -4.82850 -2.05868 4.77825  0.1016
H -3.32769 -1.36317 5.21978  0.1112
H -5.19672 -1.30757 7.00963  0.1047
H -3.70933 -2.19287 7.50325  0.1059
H -4.90478 -4.26533 7.01604  0.0995
H -7.07197 -3.08443 5.94931  0.1167
H -7.32774 -2.84984 7.67439  0.1171
H -7.29652 -5.00137 8.29261  0.1182
H -6.85089 -5.58914 6.78713  0.1217
H -10.60479 -5.87574 7.30527  0.0825
H -9.56609 -6.22738 8.54567  0.0831
H -9.09979 -6.71206 6.84138  0.0889
C 10.49041 5.65701 -7.38742  -0.1989
O 9.76403 6.36926 -6.53086  -0.2014
C 10.01554 6.28987 -5.07102  -0.1486
C 8.89931 5.48847 -4.39969  -0.2295
N 7.80093 6.35150 -4.00340  -0.0492
C 6.75451 5.50121 -3.35277  -0.2029
C 5.57747 6.22993 -2.71295  -0.2080
O 4.59930 5.27021 -2.22714  -0.1873
C 3.66213 5.95435 -1.43634  -0.1351
H 9.88449 5.62171 -8.29280  0.0871
H 10.66653 4.63032 -7.06651  0.0918
H 11.37631 6.17442 -7.75562  0.0819
H 10.17789 7.31774 -4.74665  0.1180
H 10.97592 5.82582 -4.84647  0.1094
H 9.36088 4.84299 -3.65242  0.1194
H 8.54333 4.80206 -5.16794  0.1178
H 7.41094 6.85269 -4.78878  0.1117
H 7.22336 4.93498 -2.54800  0.1177
H 6.31468 4.74350 -4.00125  0.1162
H 5.00674 6.83063 -3.42113  0.1208
H 5.98149 6.79061 -1.87004  0.1206
H 3.30099 6.92835 -1.76649  0.0856
H 4.14328 6.18569 -0.48603  0.0886
H 2.78202 5.33842 -1.25154  0.0698
C 2.81971 -9.36727 4.68863  -0.1151
O 1.99614 -8.26096 4.43190  -0.2435
C 1.05739 -7.83405 5.44648  -0.1626
C 0.27541 -6.62029 4.77073  -0.2043
N 1.01170 -5.75359 3.82477  -0.0515
C 1.58369 -4.58194 4.54864  -0.1739
C 1.89448 -3.50427 3.45516  -0.1868
O 3.07663 -2.77542 3.82534  -0.1820
C 3.84084 -2.33169 2.69024  -0.1019
H 3.26091 -9.69529 3.74743  0.0880
H 2.26569 -10.26926 4.94864  0.0787
H 3.51744 -9.09647 5.48105  0.0886
H 1.73618 -7.45829 6.21209  0.1089
H 0.42388 -8.63363 5.83043  0.1152
H -0.28975 -6.03868 5.49903  0.1037
H -0.47620 -7.20103 4.23603  0.0963
H 1.75534 -6.41802 3.66468  0.0755
H 2.56521 -4.98057 4.80521  0.1084
H 1.07531 -4.21032 5.43833  0.1177
H 0.93636 -2.98838 3.39220  0.1028
H 2.13007 -3.99289 2.50973  0.1119
H 4.35696 -3.05447 2.05834  0.0686
H 4.59404 -1.70536 3.16826  0.0887
H 3.27488 -1.74992 1.96269  0.0833
C 5.61279 -0.25467 0.09866  -0.1441
O 4.89017 -1.34853 -0.15324  -0.2139
C 4.37284 -1.45507 -1.42906  -0.2018
C 3.22908 -2.46928 -1.47171  -0.1849
N 3.50261 -3.58445 -0.59444  -0.0444
C 4.52353 -4.52033 -1.08547  -0.1853
C 3.91157 -5.46596 -2.15744  -0.2357
O 4.80310 -6.51951 -2.43708  -0.2113
C 4.12473 -7.80589 -2.71283  -0.0689
H 5.87524 -0.21165 1.15572  0.0955
H 4.90212 0.55801 -0.05158  0.0881
H 6.43220 -0.01077 -0.57749  0.0922
H 5.26130 -1.77273 -1.97480  0.1188
H 4.06492 -0.47089 -1.78213  0.1207
H 2.99879 -2.74488 -2.50084  0.1055
H 2.24439 -2.04404 -1.27761  0.0848
H 3.90966 -3.22296 0.25629  0.0465
H 4.85136 -5.10635 -0.22687  0.1200
H 5.43261 -4.00431 -1.39436  0.1082
H 3.63727 -5.01387 -3.11058  0.1107
H 3.07595 -5.82815 -1.55856  0.1085
H 4.89404 -8.53457 -2.96833  0.0816
H 3.36556 -7.73781 -3.49201  0.0740
H 3.54474 -8.03144 -1.81792  0.0767
C -2.81034 4.85895 -8.60625  -0.1085
O -3.95633 4.41471 -9.32744  -0.2076
C -4.15320 2.99941 -9.26549  -0.2003
C -4.69806 2.60813 -7.88081  -0.2059
N -3.71489 2.47317 -6.77561  -0.0663
C -4.38224 1.99169 -5.54529  -0.1894
C -4.53851 3.16861 -4.56130  -0.1554
O -3.54061 3.17363 -3.48034  -0.2542
C -2.27774 3.71238 -3.84680  -0.0889
H -2.58987 5.92109 -8.71282  0.0846
H -2.05896 4.19149 -9.02817  0.0800
H -2.78155 4.65347 -7.53618  0.0615
H -3.24607 2.45258 -9.52278  0.1149
H -4.89601 2.85328 -10.04970  0.1197
H -5.19271 1.65195 -8.05154  0.1006
H -5.58695 3.15950 -7.57428  0.1230
H -3.06099 1.76246 -7.07126  0.1062
H -3.76372 1.20068 -5.12122  0.1146
H -5.24696 1.35549 -5.73405  0.1147
H -5.54781 3.03765 -4.17107  0.1096
H -4.54615 4.17546 -4.97879  0.1174
H -2.35545 4.79939 -3.86841  0.0828
H -1.94217 3.43318 -4.84556  0.0854
H -1.58664 3.50993 -3.02856  0.0724